Record 1
Below is C25H22Cl3IrN4O3S as an isolated structure, with properties calculated with ωB97M-V/def2-TZVPD.

Values from the calculation:
charge = +1
2S+1 = 2
highest occupied orbital energy (spin up / spin down) = -10.40 / -10.39 eV
lowest unoccupied orbital energy (spin up / spin down) = -0.1158 / -0.1938 Eh

The geometry in XYZ format:
```
59
C25H22Cl3IrN4O3S (ωB97M-V/def2-TZVPD)
Ir -0.5356 -0.6486 0.8946
O 1.4087 -0.5326 1.3288
C 1.9999 -1.0667 2.3650
C 3.3976 -0.8730 2.4602
C 4.1111 -1.3764 3.5126
C 3.4757 -2.1039 4.5386
C 2.1290 -2.3057 4.4692
C 1.3572 -1.8072 3.3888
C -0.0408 -2.0289 3.4365
N -0.9078 -1.7163 2.5287
C -2.3415 -1.6986 2.8703
C -3.1142 -1.8711 1.5828
N -2.4943 -1.0564 0.5289
C -3.0504 -1.0016 -0.6300
C -2.2998 -1.0359 -1.8476
C -2.9378 -0.8321 -3.0875
C -2.3337 -1.1984 -4.2591
C -1.0895 -1.8494 -4.2060
C -0.4579 -2.0927 -3.0100
C -1.0222 -1.6522 -1.8026
O -0.3430 -1.8746 -0.6849
H 3.8793 -0.3327 1.6552
H 5.1801 -1.2134 3.5557
H 4.0499 -2.4960 5.3656
H 1.6212 -2.8611 5.2486
H -0.4291 -2.4969 4.3402
H -2.5506 -0.7358 3.3437
H -2.5864 -2.4935 3.5755
H -4.1829 -1.6769 1.6856
H -2.9871 -2.9122 1.2707
H -4.1262 -1.1752 -0.6864
H -3.9210 -0.3761 -3.0969
H -2.8171 -1.0174 -5.2086
H -0.6134 -2.1669 -5.1252
H 0.5031 -2.5879 -2.9658
Cl 1.2326 1.8549 -6.1177
C 0.8561 1.5566 -4.4540
C 1.7683 0.9089 -3.6465
C 1.4628 0.6532 -2.3195
Cl 2.6731 -0.1497 -1.3800
C 0.2356 1.0226 -1.7418
O -0.1141 0.8711 -0.4751
C -0.6362 1.7150 -2.6129
Cl -2.1595 2.2804 -1.9823
C -0.3558 1.9795 -3.9377
H 2.7238 0.5930 -4.0409
H -1.0704 2.5046 -4.5551
S -1.1284 1.2232 2.1673
C -0.0879 2.4133 1.4433
N 1.2215 2.3772 1.3791
C 1.7644 3.5224 0.6453
C 0.4829 4.2871 0.2401
N -0.5688 3.5433 0.9471
H 1.7548 1.5638 1.6530
H 2.3333 3.1845 -0.2190
H 2.4121 4.1103 1.2934
H 0.3007 4.2366 -0.8333
H 0.5009 5.3278 0.5526
H -1.5325 3.5845 0.6590
```

---

Record 2
Below is a 2-piece molecular cluster, C4H10N2P overall, with properties calculated with ωB97M-V/def2-TZVPD.

Values from the calculation:
charge = +1
2S+1 = 1
highest occupied orbital energy = -13.43 eV
lowest unoccupied orbital energy = -0.1998 Eh

The geometry in XYZ format:
```
17
C4H10N2P (ωB97M-V/def2-TZVPD)
C 2.7126 -0.6826 -0.3566
C -2.6562 -0.3343 -0.8530
C -1.7481 -1.1521 -0.4385
C 1.0783 0.9119 -0.2578
N 2.1702 -1.1034 -1.3624
N 1.9891 0.3028 0.3346
P -0.2143 1.7463 0.7124
H 3.6607 -1.0559 0.0166
H -2.2904 0.5191 -1.5041
H -3.7494 -0.4043 -0.8548
H -2.0685 -2.0745 0.0059
H -0.6764 -0.8690 -0.3593
H 0.6517 0.8002 -1.3116
H 2.6654 -1.9000 -1.8334
H 2.1966 0.3915 1.3153
H -0.3941 2.7676 -0.2110
H 0.8128 2.3249 1.4744
```

---

Record 3
Below is C23H22BrN4PtSb as an isolated structure, with properties calculated with ωB97M-V/def2-TZVPD.

Values from the calculation:
charge = +2
2S+1 = 1
highest occupied orbital energy = -14.88 eV
lowest unoccupied orbital energy = -0.2525 Eh

The geometry in XYZ format:
```
52
C23H22BrN4PtSb (ωB97M-V/def2-TZVPD)
Pt -0.5887 0.3115 -0.0209
C -3.5230 0.4922 -0.9227
C -2.9709 -0.8730 -1.1852
C -3.7359 -1.8784 -1.7546
C -3.1819 -3.1227 -1.9833
C -1.8562 -3.3499 -1.6369
C -1.1221 -2.3260 -1.0703
N -1.6846 -1.1230 -0.8578
Sb 0.9195 -2.7524 -0.5650
C 1.6358 -0.9726 -1.5758
C 2.8885 -0.9301 -2.1556
C 3.1919 0.1197 -3.0123
C 2.2217 1.0593 -3.3105
C 0.9835 0.9926 -2.6851
C -0.1035 1.9744 -3.0083
N 0.7267 0.0018 -1.8015
C 0.7106 -1.9367 1.4383
C 1.4687 -2.4153 2.4903
C 1.0993 -2.0817 3.7861
C -0.0414 -1.3289 3.9994
C -0.7546 -0.8362 2.9140
C -2.0185 -0.0494 3.1052
N -0.3448 -1.1187 1.6560
H -4.5665 0.5520 -1.2236
H -2.9710 1.2493 -1.4840
H -3.4678 0.7390 0.1397
H -4.7661 -1.6756 -2.0160
H -3.7741 -3.9120 -2.4283
H -1.4015 -4.3167 -1.8080
H 3.6147 -1.7073 -1.9544
H 4.1719 0.1872 -3.4676
H 2.4181 1.8540 -4.0192
H 0.2989 2.9428 -3.3033
H -0.7724 2.1134 -2.1571
H -0.7008 1.5969 -3.8418
H 2.3234 -3.0530 2.3062
H 1.6790 -2.4397 4.6278
H -0.3857 -1.1177 5.0036
H -2.0249 0.4859 4.0537
H -2.8738 -0.7290 3.1046
H -2.1621 0.6655 2.2942
Br 3.7558 3.8468 -0.8506
C 2.6103 3.0674 0.4071
C 2.8900 3.0980 1.7609
C 1.9737 2.5225 2.6246
C 0.8647 1.8832 2.1145
N 0.6194 1.8062 0.7959
C 1.4690 2.4356 -0.0369
H 3.7897 3.5739 2.1301
H 2.1170 2.5649 3.6958
H 0.1366 1.4479 2.7716
H 1.2145 2.4619 -1.0831
```

---

Molar mass for every record listed, in sequence, given in g/mol: 757.1; 117.1; 751.2.
Energy above the lowest of the compared OMol25 structures with the same formula, charge and spin for every record listed, in sequence, given in kcal per mole: 31.7; 70.5; 16.8.